Record 1
{"formula": "C24H39ClKN6O7P", "method": "ωB97M-V with the def2-TZVPD basis set", "species": ["K", "C", "C", "N", "C", "C", "N", "C", "C", "C", "N", "C", "C", "N", "C", "H", "H", "H", "H", "H", "H", "H", "H", "H", "H", "H", "H", "H", "H", "H", "H", "H", "H", "H", "H", "H", "H", "H", "H", "O", "C", "O", "C", "C", "Cl", "N", "N", "C", "C", "O", "O", "C", "C", "C", "C", "C", "C", "H", "H", "H", "H", "H", "H", "C", "O", "P", "O", "C", "O", "C", "H", "H", "H", "H", "H", "H", "H", "H", "H"], "positions_angstrom": [[-0.77, 0.39, -0.02], [-3.57, 2.70, 1.29], [-3.85, 1.91, 0.01], [-3.34, 0.52, 0.00], [-3.87, -0.36, 1.04], [-3.37, -1.79, 0.87], [-1.91, -1.85, 0.70], [-1.23, -3.03, 1.23], [-0.82, -2.86, 2.69], [0.32, -1.87, 2.95], [0.00, -0.46, 2.65], [-0.98, 0.12, 3.58], [-1.16, 1.62, 3.35], [-1.29, 1.92, 1.92], [-2.12, 3.09, 1.56], [-3.98, 2.17, 2.16], [-4.15, 3.62, 1.21], [-3.36, 2.43, -0.82], [-4.92, 1.93, -0.18], [-3.56, 0.11, -0.91], [-4.97, -0.38, 1.05], [-3.54, 0.02, 2.01], [-3.89, -2.28, 0.04], [-3.63, -2.35, 1.77], [-1.69, -1.73, -0.28], [-0.33, -3.20, 0.63], [-1.85, -3.94, 1.12], [-0.50, -3.83, 3.08], [-1.70, -2.58, 3.29], [1.17, -2.15, 2.32], [0.65, -1.98, 3.99], [0.86, 0.08, 2.69], [-0.71, -0.06, 4.63], [-1.94, -0.37, 3.41], [-0.34, 2.18, 3.81], [-2.07, 1.94, 3.86], [-0.36, 2.07, 1.55], [-1.68, 3.53, 0.66], [-2.09, 3.86, 2.34], [3.72, 4.37, 0.35], [4.48, 3.30, 0.14], [5.68, 3.38, 0.05], [3.78, 1.98, 0.04], [4.39, 0.76, 0.14], [6.05, 0.46, 0.39], [3.45, -0.22, 0.02], [2.22, 0.33, -0.15], [2.41, 1.64, -0.15], [1.20, 2.55, -0.30], [1.26, 3.65, 0.30], [0.22, 2.10, -0.93], [3.52, -1.68, 0.01], [2.33, -2.38, -0.19], [2.34, -3.76, -0.24], [3.52, -4.48, -0.08], [4.69, -3.77, 0.13], [4.70, -2.38, 0.17], [2.75, 4.12, 0.37], [1.42, -1.83, -0.32], [1.40, -4.29, -0.41], [3.52, -5.56, -0.11], [5.63, -4.31, 0.26], [5.64, -1.88, 0.33], [-2.09, -0.41, -5.33], [-0.78, -0.29, -4.76], [-0.70, 0.40, -3.29], [0.93, 0.43, -3.23], [1.64, -0.81, -3.31], [-1.04, 1.93, -3.58], [-0.13, 2.88, -4.18], [-1.97, -0.53, -6.40], [-2.70, 0.48, -5.16], [-2.62, -1.28, -4.93], [2.62, -0.65, -2.87], [1.73, -1.14, -4.34], [1.14, -1.60, -2.73], [-0.63, 3.84, -4.18], [0.09, 2.58, -5.21], [0.79, 2.93, -3.60]], "lowdin_charge": [0.72, -0.17, -0.20, -0.15, -0.22, -0.20, -0.14, -0.21, -0.17, -0.21, -0.09, -0.21, -0.19, -0.13, -0.20, 0.10, 0.11, 0.12, 0.11, 0.11, 0.12, 0.09, 0.12, 0.12, 0.06, 0.09, 0.12, 0.11, 0.10, 0.10, 0.11, 0.11, 0.12, 0.09, 0.12, 0.12, 0.05, 0.12, 0.12, 0.12, -0.51, 0.07, -0.05, -0.56, 0.83, -0.04, 0.13, -0.11, -0.60, 0.01, -0.21, -0.15, -0.06, -0.08, -0.08, -0.07, -0.04, 0.05, 0.08, 0.10, 0.10, 0.11, 0.04, -0.13, -0.34, 0.78, -0.35, -0.12, -0.35, -0.08, 0.08, 0.07, 0.08, 0.08, 0.08, 0.07, 0.09, 0.09, 0.08], "gap_ev": 8.85, "charge": 0}


Record 2
{"formula": "C24H39F9N4O5Re", "method": "ωB97M-V with the def2-TZVPD basis set", "species": ["Re", "C", "C", "C", "C", "C", "C", "N", "C", "C", "N", "C", "C", "O", "O", "C", "C", "C", "C", "C", "C", "N", "C", "C", "N", "C", "C", "O", "O", "H", "H", "H", "H", "H", "H", "H", "H", "H", "H", "H", "H", "H", "H", "H", "H", "H", "H", "H", "H", "H", "H", "H", "H", "H", "H", "H", "H", "H", "H", "H", "H", "H", "H", "H", "H", "H", "H", "H", "F", "C", "F", "F", "C", "O", "C", "F", "F", "F", "C", "F", "F", "F"], "positions_angstrom": [[0.65, 0.72, -0.39], [-2.06, -2.14, -3.82], [-1.86, -0.81, -3.09], [-3.15, -0.36, -2.36], [-3.57, -0.90, -0.99], [-5.01, -0.52, -0.69], [-3.37, -2.40, -0.81], [-2.68, -0.12, -0.04], [-2.56, -0.55, 1.37], [-1.84, 0.51, 2.18], [-0.46, 0.93, 1.75], [-0.49, 2.43, 1.76], [-1.21, 2.81, 0.47], [-2.18, 3.50, 0.42], [-0.71, 2.15, -0.59], [0.58, 0.38, 2.70], [0.33, 0.72, 4.17], [0.72, -1.14, 2.51], [1.75, -1.66, 1.50], [3.13, -1.07, 1.79], [1.86, -3.18, 1.67], [1.39, -1.30, 0.06], [0.43, -2.23, -0.59], [0.21, -1.95, -2.07], [-0.47, -0.66, -2.42], [0.30, 0.01, -3.51], [1.76, 0.23, -3.14], [2.65, 0.11, -3.93], [1.89, 0.57, -1.87], [-2.91, -2.04, -4.49], [-2.26, -2.99, -3.17], [-1.20, -2.38, -4.45], [-1.83, -0.08, -3.90], [-3.95, -0.59, -3.06], [-3.13, 0.74, -2.29], [-5.67, -0.90, -1.47], [-5.15, 0.56, -0.65], [-5.35, -0.95, 0.25], [-3.98, -2.92, -1.55], [-3.71, -2.73, 0.17], [-2.33, -2.71, -0.96], [-1.74, -0.09, -0.45], [-3.02, 0.85, -0.06], [-2.08, -1.52, 1.40], [-3.57, -0.65, 1.78], [-1.79, 0.14, 3.21], [-2.48, 1.39, 2.20], [0.52, 2.83, 1.76], [-1.03, 2.84, 2.61], [1.51, 0.87, 2.42], [-0.34, 0.01, 4.66], [-0.06, 1.72, 4.29], [1.28, 0.68, 4.70], [-0.25, -1.59, 2.32], [1.05, -1.55, 3.47], [3.38, -1.25, 2.84], [3.18, 0.00, 1.62], [3.90, -1.55, 1.18], [2.26, -3.38, 2.66], [2.56, -3.61, 0.96], [0.90, -3.69, 1.60], [2.28, -1.36, -0.44], [-0.51, -2.19, -0.03], [0.80, -3.25, -0.54], [-0.35, -2.80, -2.47], [1.18, -1.97, -2.57], [-0.11, 1.00, -3.70], [0.29, -0.58, -4.43], [4.35, 2.27, -1.81], [4.34, 2.02, -0.50], [4.33, 0.68, -0.32], [5.47, 2.48, 0.00], [3.08, 2.66, 0.24], [2.09, 1.77, 0.64], [2.49, 3.81, -0.63], [1.56, 4.48, 0.07], [1.85, 3.30, -1.71], [3.40, 4.66, -1.05], [3.59, 3.25, 1.60], [4.24, 2.30, 2.27], [2.53, 3.61, 2.34], [4.36, 4.31, 1.44]], "lowdin_charge": [1.80, -0.03, -0.29, -0.07, -0.49, 0.01, 0.00, 0.09, -0.09, -0.10, -0.16, -0.08, -0.56, 0.18, -0.18, -0.33, -0.01, -0.09, -0.51, -0.01, -0.02, -0.08, -0.17, -0.14, -0.10, -0.09, -0.56, 0.20, -0.19, 0.11, 0.07, 0.10, 0.13, 0.14, 0.14, 0.11, 0.11, 0.10, 0.12, 0.10, 0.07, 0.09, 0.16, 0.11, 0.15, 0.13, 0.14, 0.11, 0.15, 0.11, 0.09, 0.09, 0.11, 0.11, 0.14, 0.12, 0.05, 0.11, 0.11, 0.11, 0.09, 0.14, 0.10, 0.13, 0.11, 0.14, 0.15, 0.15, 0.19, -0.53, 0.15, 0.20, -0.20, -0.25, -0.55, 0.18, 0.14, 0.23, -0.55, 0.18, 0.16, 0.22], "gap_ev": [7.39, 7.55], "charge": 2, "s2": 0.76, "multiplicity": 2}


Record 3
{"formula": "C24H39N2O6PtSe3SiTe", "method": "ωB97M-V with the def2-TZVPD basis set", "species": ["Pt", "O", "C", "C", "C", "C", "N", "C", "C", "C", "C", "C", "C", "O", "C", "C", "N", "H", "H", "H", "H", "H", "H", "H", "H", "H", "H", "H", "H", "Se", "Se", "Te", "Se", "C", "C", "C", "C", "O", "Si", "O", "O", "C", "C", "C", "C", "O", "C", "C", "C", "C", "H", "H", "H", "H", "H", "H", "H", "H", "H", "H", "H", "H", "H", "H", "H", "H", "H", "H", "H", "H", "H", "H", "H", "H", "H", "H", "H"], "positions_angstrom": [[0.79, -0.98, -1.34], [6.53, 2.42, 0.47], [6.21, 1.13, 1.00], [4.88, 0.67, 0.46], [4.00, -0.04, 1.31], [2.80, -0.47, 0.79], [2.43, -0.22, -0.47], [3.29, 0.44, -1.32], [4.53, 0.91, -0.83], [2.82, 0.53, -2.65], [3.32, 1.44, -3.61], [2.77, 1.53, -4.86], [3.21, 2.58, -5.84], [3.68, 3.78, -5.23], [1.72, 0.64, -5.18], [1.25, -0.22, -4.22], [1.73, -0.28, -2.97], [7.34, 2.72, 0.88], [6.15, 1.17, 2.09], [6.98, 0.41, 0.73], [4.26, -0.25, 2.34], [2.07, -1.00, 1.39], [5.20, 1.45, -1.49], [4.13, 2.10, -3.33], [2.38, 2.81, -6.52], [4.04, 2.22, -6.44], [3.14, 3.93, -4.44], [1.28, 0.62, -6.17], [0.45, -0.91, -4.45], [-1.07, -2.13, -2.30], [-0.19, -3.43, -3.99], [1.69, -4.92, -3.17], [3.38, -3.64, -2.04], [-3.07, 2.86, 0.62], [-2.51, 1.61, -0.05], [-1.28, 1.99, -0.89], [-3.59, 0.99, -0.94], [-2.16, 0.72, 0.99], [-1.53, -0.80, 1.15], [-0.11, -1.11, 0.52], [-2.65, -1.85, 0.53], [-3.61, -2.73, 1.08], [-4.76, -1.93, 1.69], [-4.12, -3.57, -0.10], [-2.99, -3.66, 2.12], [-1.48, -0.99, 2.79], [-1.12, -0.06, 3.81], [-0.57, -0.90, 4.96], [-0.05, 0.93, 3.35], [-2.39, 0.68, 4.25], [-3.40, 3.58, -0.13], [-2.30, 3.33, 1.25], [-3.91, 2.60, 1.26], [-1.58, 2.51, -1.79], [-0.73, 1.09, -1.17], [-0.61, 2.62, -0.30], [-3.77, 1.60, -1.82], [-4.53, 0.89, -0.38], [-3.29, -0.01, -1.26], [-5.26, -1.34, 0.91], [-4.36, -1.23, 2.44], [-5.49, -2.58, 2.16], [-4.51, -2.91, -0.88], [-4.91, -4.25, 0.23], [-3.30, -4.14, -0.52], [-2.59, -3.08, 2.95], [-2.16, -4.21, 1.66], [-3.73, -4.37, 2.49], [0.31, -1.45, 4.62], [-1.32, -1.63, 5.29], [-0.30, -0.26, 5.80], [0.77, 0.39, 2.87], [0.34, 1.48, 4.21], [-0.46, 1.63, 2.63], [-3.12, -0.03, 4.64], [-2.82, 1.17, 3.37], [-2.17, 1.43, 5.01]], "lowdin_charge": [0.78, -0.06, -0.22, -0.21, -0.04, -0.13, -0.10, -0.22, 0.03, -0.21, 0.02, -0.22, -0.22, -0.08, -0.04, -0.18, -0.12, 0.08, 0.11, 0.12, 0.10, 0.10, 0.11, 0.11, 0.11, 0.12, 0.08, 0.10, 0.00, 0.06, -0.18, 0.25, -0.17, -0.04, -0.65, -0.03, -0.02, -0.11, -0.01, -0.44, -0.15, -0.65, -0.02, -0.04, -0.03, -0.11, -0.64, -0.04, -0.02, -0.03, 0.08, 0.08, 0.08, 0.09, 0.03, 0.09, 0.08, 0.08, 0.06, 0.08, 0.08, 0.08, 0.08, 0.08, 0.08, 0.07, 0.09, 0.08, 0.09, 0.08, 0.08, 0.07, 0.08, 0.08, 0.08, 0.07, 0.08], "gap_ev": [4.83, 5.24], "charge": -1, "s2": 2.03, "multiplicity": 3}


Record 4
{"formula": "C24H40Br39NOP", "method": "ωB97M-V with the def2-TZVPD basis set", "species": ["C", "O", "C", "C", "C", "C", "C", "C", "C", "C", "P", "C", "C", "N", "H", "H", "H", "H", "H", "H", "H", "H", "H", "H", "H", "H", "H", "H", "H", "H", "H", "H", "H", "H", "H", "H", "H", "H", "H", "H", "H", "C", "Br", "Br", "Br", "H", "C", "Br", "Br", "Br", "H", "C", "Br", "Br", "Br", "H", "C", "Br", "Br", "Br", "H", "C", "Br", "Br", "Br", "H", "C", "Br", "Br", "Br", "H", "C", "Br", "Br", "Br", "H", "C", "Br", "Br", "Br", "H", "C", "Br", "Br", "Br", "H", "C", "Br", "Br", "Br", "H", "C", "Br", "Br", "Br", "H", "C", "Br", "Br", "Br", "H", "C", "Br", "Br", "Br", "H"], "positions_angstrom": [[1.14, -4.59, 1.80], [0.14, -3.68, 1.16], [0.84, -2.60, 0.40], [1.02, -1.23, 1.31], [0.02, 0.01, 0.82], [-1.55, -0.44, 0.96], [-2.56, 0.74, 1.49], [-4.03, 0.76, 0.72], [-4.65, -0.72, 0.41], [-4.59, -1.78, 1.66], [-6.22, -2.70, 2.03], [-6.22, -3.65, 0.37], [-5.44, -5.09, 0.40], [-5.12, -5.67, -0.83], [0.71, -5.06, 2.79], [2.14, -4.03, 2.11], [1.38, -5.47, 1.07], [0.29, -2.41, -0.63], [1.90, -3.06, 0.11], [0.69, -1.50, 2.42], [2.17, -0.91, 1.28], [0.18, 0.91, 1.57], [0.30, 0.39, -0.27], [-1.62, -1.34, 1.74], [-1.90, -0.90, -0.08], [-2.08, 1.82, 1.32], [-2.81, 0.58, 2.64], [-3.95, 1.32, -0.33], [-4.81, 1.37, 1.38], [-4.06, -1.20, -0.51], [-5.76, -0.58, 0.05], [-3.68, -2.53, 1.56], [-4.34, -1.13, 2.63], [-7.03, -1.61, 1.50], [-7.44, -3.39, 2.39], [-5.46, -3.80, 2.60], [-6.30, -2.03, 3.32], [-5.83, -3.06, -0.55], [-7.37, -3.91, 0.13], [-5.16, -5.71, 1.36], [-5.48, -5.00, -1.57], [-0.42, -4.93, 6.01], [1.25, -3.98, 5.74], [-0.92, -4.99, 7.89], [-1.85, -4.21, 4.91], [-0.26, -5.96, 5.69], [0.96, 3.56, -0.56], [2.48, 2.45, -0.05], [0.56, 4.90, 0.78], [1.22, 4.35, -2.32], [0.09, 2.90, -0.63], [3.50, 5.55, -5.92], [1.69, 5.60, -5.21], [3.57, 6.18, -7.76], [4.75, 6.50, -4.78], [3.81, 4.50, -5.93], [-0.94, 1.37, -3.71], [-0.79, -0.57, -3.75], [-0.87, 2.14, -5.49], [-2.52, 1.95, -2.73], [-0.07, 1.74, -3.16], [1.08, -8.54, 4.18], [2.75, -7.59, 3.91], [0.58, -8.60, 6.06], [-0.35, -7.82, 3.07], [1.24, -9.57, 3.86], [5.20, -8.68, 0.77], [6.51, -7.83, 1.93], [3.92, -7.39, 0.06], [6.05, -9.72, -0.64], [4.63, -9.38, 1.39], [1.15, 9.40, 0.89], [0.59, 8.16, 2.28], [1.85, 8.46, -0.67], [-0.27, 10.64, 0.41], [1.97, 9.99, 1.30], [6.52, 5.17, -1.48], [7.88, 5.24, -0.09], [5.79, 3.38, -1.70], [5.12, 6.49, -1.19], [7.01, 5.43, -2.43], [-2.80, -1.63, 8.85], [-4.61, -1.58, 9.56], [-2.73, -1.00, 7.01], [-1.55, -0.68, 9.99], [-2.49, -2.68, 8.84], [3.80, 10.50, -6.20], [3.12, 9.63, -4.60], [2.42, 11.55, -7.09], [5.38, 11.56, -5.83], [4.09, 9.71, -6.90], [0.85, 4.45, -10.31], [0.29, 3.22, -8.91], [1.55, 3.52, -11.86], [-0.57, 5.70, -10.78], [1.67, 5.05, -9.89], [1.41, 1.58, 4.51], [0.30, 3.16, 4.77], [2.86, 1.51, 5.81], [0.37, -0.05, 4.50], [1.87, 1.68, 3.53], [2.48, -1.82, -5.71], [4.01, -2.55, -6.66], [2.99, -1.12, -3.96], [1.53, -0.49, -6.77], [1.79, -2.65, -5.53]], "lowdin_charge": [-0.14, -0.26, -0.20, -0.19, -0.25, -0.21, -0.21, -0.24, -0.29, -0.40, 0.22, -0.40, -0.24, -0.05, 0.02, 0.10, 0.08, 0.13, 0.12, 0.03, 0.11, 0.07, 0.08, 0.11, 0.11, 0.10, 0.11, 0.04, 0.12, 0.09, 0.09, 0.08, 0.07, -0.05, -0.08, -0.07, -0.09, 0.06, 0.08, 0.09, 0.00, -1.59, 0.54, 0.57, 0.57, -0.11, -1.55, 0.56, 0.54, 0.52, -0.05, -1.54, 0.53, 0.58, 0.53, -0.01, -1.58, 0.55, 0.51, 0.61, -0.07, -1.57, 0.55, 0.59, 0.61, -0.03, -1.62, 0.54, 0.55, 0.55, -0.03, -1.59, 0.55, 0.53, 0.56, -0.02, -1.60, 0.56, 0.54, 0.51, -0.04, -1.61, 0.55, 0.54, 0.54, -0.09, -1.60, 0.52, 0.56, 0.55, -0.04, -1.61, 0.53, 0.55, 0.56, -0.08, -1.58, 0.55, 0.55, 0.62, -0.04, -1.60, 0.55, 0.53, 0.52, -0.02], "gap_ev": 4.17, "charge": -1}


| no. | total energy (eV) |
| --- | --- |
| 1 | -86932.286 |
| 2 | -68292.473 |
| 3 | -255251.707 |
| 4 | -2770007.450 |